Here is 2 unconnected molecules or ions with the total composition C3H4N2O2 at a distorted geometry from OMol25. Energies are from ωB97M-V/def2-TZVPD.

## Properties
net charge = 0
electronic energy = -376.50998 hartree
structure (SMILES) = C1=NO1.C=NC=O
energy above the lowest of the compared OMol25 structures with the same formula, charge and spin = 159.27 kcal per mole
frontier orbital gap = 9.503 eV
HOMO energy = -9.403 eV

Each line ends with the Mulliken charge.
Cartesian coordinates (Å):
C (-2.8530, -0.1395, -0.8974)  0.428
N (-2.4812, 0.1139, -2.0694)  -0.362
O (-3.1023, -1.3160, -1.5059)  -0.355
H (-3.0506, 0.1249, 0.1042)  0.288
C (2.7610, -0.2472, 0.9665)  -0.203
N (1.7973, 0.1586, 0.3036)  -0.196
C (0.4979, 0.5498, 0.2006)  0.189
O (-0.5094, 0.0398, 0.6911)  -0.511
H (2.9952, -0.0473, 1.9999)  0.244
H (3.5113, -0.8491, 0.4949)  0.242
H (0.4337, 1.6120, -0.2881)  0.236

Atomic forces in eV per Å
-0.0121 -1.5047 -2.4898
-0.1961 0.3777 1.2557
0.0935 0.4339 0.4264
0.1438 0.6910 0.7678
0.4178 0.0433 0.1302
-1.8958 -0.8822 -0.7933
-0.3507 2.7590 1.2837
1.6631 -0.1306 -0.9458
-0.4741 0.4162 0.6324
0.4896 -0.3319 -0.5515
0.1211 -1.8717 0.2842



Here is C3H4N2O2 in the gas phase at a distorted geometry from OMol25. Energies are from ωB97M-V/def2-TZVPD.

## Properties
net charge = 0
electronic energy = -376.61830 hartree
structure (SMILES) = OCc1ncno1
energy above the lowest of the compared OMol25 structures with the same formula, charge and spin = 91.30 kcal per mole
frontier orbital gap = 10.933 eV
HOMO energy = -10.445 eV

Each line ends with the Mulliken charge.
Cartesian coordinates (Å):
O (2.3773, 0.5338, -0.0197)  -0.545
C (1.5586, -0.6403, 0.0752)  -0.231
C (0.1606, -0.2192, -0.0837)  0.495
N (-0.2565, 1.0420, -0.0817)  -0.484
C (-1.6320, 0.8552, 0.1084)  -0.164
N (-2.0084, -0.4041, -0.0459)  -0.291
O (-0.8040, -1.1319, 0.0175)  -0.120
H (1.4746, 1.2429, 0.1171)  0.478
H (1.7390, -1.3329, -0.8711)  0.208
H (1.8501, -1.2413, 0.9467)  0.261
H (-2.3183, 1.6772, 0.1190)  0.394

Atomic forces in eV per Å
-4.6268 1.9167 0.8027
2.1543 -0.8536 -3.0475
-1.1685 0.5066 1.6801
-0.2766 -2.1519 0.9945
1.0000 -1.6776 -2.2586
-0.0206 1.2144 1.7548
-0.1460 1.3269 -1.1572
4.1644 -1.6179 -0.5935
-0.0142 1.1206 1.7325
-0.7729 0.1574 0.0059
-0.2930 0.0584 0.0863



Here is C3H4N2O2 in the gas phase at a distorted geometry from OMol25. Energies are from ωB97M-V/def2-TZVPD.

## Properties
net charge = 0
electronic energy = -376.65890 hartree
structure (SMILES) = Nc1cc(=O)[nH]o1
energy above the lowest of the compared OMol25 structures with the same formula, charge and spin = 65.82 kcal per mole
frontier orbital gap = 9.679 eV
HOMO energy = -9.039 eV

Each line ends with the Mulliken charge.
Cartesian coordinates (Å):
N (0.1082, -1.8240, -0.8680)  -0.507
C (-0.0333, -0.5952, -0.2901)  0.337
C (0.7526, -0.0342, 0.6242)  -0.254
C (0.1204, 1.2492, 0.8924)  0.254
O (0.4464, 2.0183, 1.7772)  -0.647
N (-0.8957, 1.4033, -0.0120)  0.012
O (-1.1044, 0.1875, -0.7038)  -0.342
H (-0.4138, -1.8911, -1.7381)  0.266
H (1.0760, -2.1175, -0.9663)  0.261
H (1.6202, -0.4157, 1.1248)  0.351
H (-1.6766, 2.0193, 0.1597)  0.268

Atomic forces in eV per Å
-0.6949 -0.0376 -0.9688
0.0878 -0.1637 -0.3460
-0.8923 0.9486 -0.1202
1.6271 -0.3713 1.5270
-0.5809 0.7029 -0.3061
0.3624 0.0517 -0.3285
0.6250 -0.3337 0.4702
0.2139 -0.2644 0.1903
-0.3921 0.1097 0.0625
0.0091 -0.0592 0.0077
-0.3651 -0.5829 -0.1882



Here is C3H4N2O2 in the gas phase at a distorted geometry from OMol25. Energies are from ωB97M-V/def2-TZVPD.

## Properties
net charge = 0
electronic energy = -376.58959 hartree
structure (SMILES) = OOc1ncc[nH]1
energy above the lowest of the compared OMol25 structures with the same formula, charge and spin = 109.32 kcal per mole
frontier orbital gap = 9.817 eV
HOMO energy = -8.994 eV

Each line ends with the Mulliken charge.
Cartesian coordinates (Å):
O (3.1553, -0.0189, 0.5280)  -0.350
O (2.3593, 0.3738, -0.5211)  -0.249
C (1.0549, 0.1380, -0.2729)  0.366
N (0.4821, -1.0199, -0.5163)  -0.528
C (-0.7858, -0.8978, -0.0391)  -0.452
C (-0.9536, 0.3873, 0.4880)  -0.103
N (0.2180, 1.0538, 0.2333)  0.058
H (3.1857, -1.0252, 0.4211)  0.358
H (-1.5066, -1.6243, -0.1161)  0.458
H (-1.8376, 1.0390, 0.7643)  0.289
H (0.2988, 1.9343, 0.5836)  0.152

Atomic forces in eV per Å
1.0102 -2.5007 1.6302
-0.9035 1.2291 -2.2118
0.5356 -0.8911 -0.5472
0.4476 0.3189 0.5294
0.8204 3.1942 0.8281
-1.7083 0.2064 -0.9688
-1.2199 -3.0162 0.0823
-0.0037 1.7268 0.1841
-1.3281 -1.6512 -0.1410
1.0939 -1.4244 -0.1505
1.2559 2.8081 0.7652



Here is C3H4N2O2 in the gas phase from OMol25. Energies are from ωB97M-V/def2-TZVPD.

## Properties
net charge = 0
electronic energy = -376.71776 hartree
structure (SMILES) = Nc1coc(=O)[nH]1
energy above the lowest of the compared OMol25 structures with the same formula, charge and spin = 28.89 kcal per mole
frontier orbital gap = 9.285 eV
HOMO energy = -8.660 eV

Each line ends with the Mulliken charge.
Cartesian coordinates (Å):
N (1.0678, 1.4871, 0.3009)  -0.510
C (0.3103, 0.3719, -0.0855)  0.233
C (0.1553, -0.3732, -1.1914)  -0.374
O (-0.7240, -1.4066, -0.9387)  -0.319
C (-1.1574, -1.3150, 0.3672)  0.453
O (-1.9333, -2.0771, 0.8840)  -0.582
N (-0.5246, -0.2123, 0.8732)  -0.001
H (0.7119, 2.3782, -0.0280)  0.241
H (2.0674, 1.3969, 0.1712)  0.249
H (0.5742, -0.3450, -2.1855)  0.393
H (-0.5476, 0.0951, 1.8325)  0.217

Atomic forces in eV per Å
0.0528 0.1164 -0.1206
-0.1007 -0.2685 -0.1879
0.2310 0.2201 0.0985
-0.1232 -0.0132 0.1552
-0.1783 -0.1367 0.1445
0.3227 0.2883 -0.2218
0.0372 0.0752 0.1695
0.1678 -0.2522 0.0000
-0.2525 0.0362 -0.1297
-0.0054 0.1260 0.2089
-0.1515 -0.1916 -0.1165



Here is a molecular structure, C3H4N2O3 at a distorted geometry from OMol25. Energies are from ωB97M-V/def2-TZVPD.

## Properties
net charge = 0
electronic energy = -451.74500 hartree
energy above the lowest of the compared OMol25 structures with the same formula, charge and spin = 147.31 kcal per mole
frontier orbital gap = 8.567 eV
HOMO energy = -9.836 eV

Each line ends with the Mulliken charge.
Cartesian coordinates (Å):
C (0.0801, 0.7921, -1.2818)  -0.524
C (-0.7070, -0.2602, -1.9092)  -0.315
C (-0.4016, -0.9564, 0.2946)  0.517
H (-0.5298, 1.4871, -1.1071)  0.399
H (1.1265, 0.8809, -2.1145)  0.306
H (-1.6567, -0.0835, -2.4537)  0.282
H (0.0283, -0.6985, -2.4457)  0.269
N (1.3722, 0.9163, 1.0540)  -0.113
N (0.5648, 0.2369, -0.0295)  0.167
O (0.7467, 1.7534, 1.7549)  -0.206
O (-1.1580, -1.1124, -0.7564)  -0.343
O (-0.3831, -1.5300, 1.2925)  -0.440

Atomic forces in eV per Å
7.8304 -2.9689 -1.9785
-2.7554 -1.4670 2.2027
2.8514 4.3856 -1.7632
-3.8180 7.0624 0.9560
-3.3348 0.9458 2.5950
0.9941 0.4905 0.2499
1.2352 -2.9354 -2.0741
-3.2083 3.1819 2.2659
-1.6264 -2.5855 0.4788
2.3812 -4.0833 -3.8315
-0.2552 -0.1492 -1.8458
-0.2942 -1.8769 2.7447



Here is 2 unconnected molecules or ions with the total composition C3H4N2O3 at a distorted geometry from OMol25. Energies are from ωB97M-V/def2-TZVPD.

## Properties
net charge = 0
electronic energy = -451.80551 hartree
structure (SMILES) = CC(=O)C#N.O=NO
energy above the lowest of the compared OMol25 structures with the same formula, charge and spin = 109.33 kcal per mole
frontier orbital gap = 10.775 eV
HOMO energy = -10.900 eV

Each line ends with the Mulliken charge.
Cartesian coordinates (Å):
C (1.2505, -0.3623, 1.3448)  -0.930
C (0.5172, 0.9638, 1.1511)  0.561
O (0.2313, 1.4721, 0.1150)  -0.455
C (-0.0087, 1.3378, 2.4514)  0.180
N (-0.2956, 1.5343, 3.5237)  -0.315
H (1.6988, -0.8784, 0.4698)  0.300
H (0.4435, -0.9294, 1.6496)  0.317
H (1.9434, -0.2448, 2.2592)  0.329
O (-2.2761, -0.6764, 0.4550)  -0.231
N (-2.7173, -0.6417, -0.6560)  0.224
O (-1.7599, -0.0923, -1.4975)  -0.332
H (-2.0599, 0.1430, -2.3318)  0.352

Atomic forces in eV per Å
2.3572 1.5037 0.3742
0.6626 -2.0131 -0.8456
0.0304 0.8317 -0.2980
0.3985 0.4823 -1.6755
-0.8327 0.5184 2.5841
-0.1142 0.9258 0.4795
-1.6469 -1.7679 0.9347
-0.8525 -0.4213 -1.5728
-0.8964 -0.1939 -2.1113
0.8421 0.4355 1.4952
1.8840 -0.5579 3.1846
-1.8323 0.2567 -2.5491



Here is C3H4N2O3 in the gas phase at a distorted geometry from OMol25. Energies are from ωB97M-V/def2-TZVPD.

## Properties
net charge = 0
electronic energy = -451.82157 hartree
structure (SMILES) = Nc1cn(O)oc1=O
energy above the lowest of the compared OMol25 structures with the same formula, charge and spin = 99.26 kcal per mole
frontier orbital gap = 8.968 eV
HOMO energy = -8.427 eV

Each line ends with the Mulliken charge.
Cartesian coordinates (Å):
N (2.0033, -0.7555, -0.1084)  -0.457
C (0.7216, -0.2457, 0.0737)  0.268
C (-0.5623, -0.7371, 0.0919)  -0.373
N (-1.4204, 0.2757, 0.3651)  0.139
O (-2.6600, 0.1147, -0.3225)  -0.421
O (-0.8614, 1.4735, -0.0147)  -0.204
C (0.4907, 1.2003, -0.0596)  0.514
O (1.3557, 2.0687, -0.0730)  -0.603
H (2.0640, -1.7490, -0.2881)  0.196
H (2.8326, -0.3354, 0.2706)  0.226
H (-0.6763, -1.7419, -0.2684)  0.344
H (-3.2876, 0.4315, 0.3336)  0.371

Atomic forces in eV per Å
-1.3105 -0.9271 -0.3795
-0.9578 0.8466 -0.7516
4.6749 -1.1254 -0.7431
-3.8849 -0.5411 0.0664
0.9317 0.1254 0.0984
1.3702 0.2500 -0.0052
2.8216 1.9378 1.0279
-1.7467 -1.0658 -0.3776
0.1026 0.2994 0.2167
-0.3372 0.4415 0.1199
-1.4785 -0.2827 0.6835
-0.1855 0.0414 0.0442



Here is 2 unconnected molecules or ions with the total composition C3H4N2O3 at a distorted geometry from OMol25. Energies are from ωB97M-V/def2-TZVPD.

## Properties
net charge = 0
electronic energy = -451.73977 hartree
energy above the lowest of the compared OMol25 structures with the same formula, charge and spin = 150.59 kcal per mole
frontier orbital gap = 7.943 eV
HOMO energy = -9.678 eV

Each line ends with the Mulliken charge.
Cartesian coordinates (Å):
C (-0.6460, 0.0671, 1.0308)  0.298
C (-0.4924, -1.2513, 0.3195)  -0.230
C (0.6142, 0.4390, -0.8398)  0.408
H (1.5930, 2.3621, 0.3362)  0.333
H (-1.4621, -1.6474, -0.1266)  0.253
H (0.1029, -2.0550, 0.7872)  0.224
H (0.2968, -1.6050, -1.7006)  0.301
N (-0.3024, 0.9243, 0.1112)  0.342
N (0.2602, -0.8401, -0.9171)  -0.225
O (-0.2364, 2.2545, 0.3584)  -0.557
O (-1.3243, 0.2264, 2.0016)  -0.535
O (1.5966, 1.1252, -1.3607)  -0.612

Atomic forces in eV per Å
-3.0395 -3.4357 0.8538
0.0985 -1.4189 -2.6995
3.0724 1.7728 -2.0173
-3.4830 -0.3792 -0.7417
0.8175 0.4659 1.5028
-0.5677 0.4948 0.2174
0.7265 2.7444 1.9640
2.6067 5.8799 -1.6366
0.2867 -3.9409 -1.5861
3.3940 -0.4293 0.2686
0.3420 0.5226 1.3324
-4.2542 -2.2764 2.5423



Here is 2 unconnected molecules or ions with the total composition C3H4N2O3 at a distorted geometry from OMol25. Energies are from ωB97M-V/def2-TZVPD.

## Properties
net charge = 0
electronic energy = -451.60441 hartree
energy above the lowest of the compared OMol25 structures with the same formula, charge and spin = 235.53 kcal per mole
frontier orbital gap = 7.460 eV
HOMO energy = -9.442 eV

Each line ends with the Mulliken charge.
Cartesian coordinates (Å):
C (0.8447, -0.0621, 0.2206)  0.315
C (-0.7621, 0.2248, 0.3520)  0.628
C (-1.8127, 0.6967, -0.6016)  -0.146
H (2.4998, -0.0886, 1.0458)  0.303
H (1.1430, 0.1058, 2.3818)  0.288
H (0.7366, -1.8895, -2.4594)  0.377
H (-1.6275, 1.2521, -1.5013)  0.341
N (1.5755, 0.2822, 1.4268)  -0.478
N (1.3211, -0.9448, -0.6920)  -0.331
O (0.3624, -0.5754, -1.7429)  -0.492
O (-1.2107, -0.0367, 1.4470)  -0.406
O (-3.0701, 1.0356, 0.1232)  -0.399

Atomic forces in eV per Å
-0.4500 -2.2201 1.6278
0.6463 -1.1354 1.5997
-7.5689 3.8334 5.3393
-0.9525 0.5772 2.4230
1.0030 -0.1061 -2.0394
-1.9016 4.8260 1.9971
-0.1245 -0.4495 -0.7616
-0.0514 -1.3183 -3.3018
-2.6451 5.2952 2.4726
2.5591 -6.7488 -3.3901
1.4545 -0.0860 -0.3973
8.0309 -2.4677 -5.5694